DFT (ωB97M-V with the def2-TZVPD basis set) results for one molecule with the formula C5H10O.

Positions of all 16 atoms, in Å:
C: -2.05 -0.85 0.21
C: -1.31 0.45 -0.18
C: 0.02 0.10 -0.68
C: 2.18 0.74 0.03
C: 1.01 -0.37 0.27
O: 0.73 -0.54 1.51
H: -1.45 -1.39 0.94
H: -3.01 -0.59 0.66
H: -2.24 -1.48 -0.67
H: -1.89 1.06 -0.88
H: -1.13 0.99 0.76
H: 0.29 0.18 -1.73
H: 1.84 1.71 0.41
H: 2.99 0.38 0.66
H: 2.52 0.83 -1.01
H: 1.49 -1.23 -0.30

Results
LUMO level (alpha / beta) = -0.03513 / -0.04060 hartree
relative energy (zero: lowest compared OMol25 entry of this formula, charge and spin) = 86.5 kcal per mole
HOMO energy (alpha / beta) = -8.312 / -8.150 eV
orbital gap (alpha / beta) = 7.4 / 7.0 eV
E_tot = -271.61480 hartree

Here are the Löwdin charges for atoms 1 to 8, given in e:
1. C -0.072
2. C -0.211
3. C 0.046
4. C -0.004
5. C -0.662
6. O -0.124
7. H 0.075
8. H 0.079